No. 1
113
Properties=species:S:1:pos:R:3:forces:R:3 method="wB97M-V/def2-TZVPD" s_squared=3.793 lumo_energy_ev="-0.7 / -0.8" homo_energy_ev="-7.8607 / -7.8988" total_energy_ev=-138701.7157 charge=0 fmax_ha_per_bohr=0.040 spin_multiplicity=4
Cr -0.88005 1.48775 0.27213 0.98 -1.80 -0.07
C -0.78221 2.04858 4.56516 0.03 0.00 -0.03
C -0.55031 2.00227 3.09375 -0.24 -0.13 -0.02
N -1.32807 1.39458 2.26128 0.13 0.10 0.28
N -2.44603 0.81343 2.76151 -0.21 -0.04 0.27
C -3.19371 0.22527 1.86516 0.25 0.07 -0.16
N -4.37316 -0.27923 2.28860 -0.04 -0.02 -0.06
S -2.79823 0.03010 0.18873 0.30 0.01 0.01
C 0.58652 2.70056 2.48568 0.13 0.01 -0.11
C 1.55591 3.35240 3.23581 -0.11 -0.04 0.11
C 2.62731 3.94767 2.59553 0.03 -0.03 -0.10
C 2.72533 3.84094 1.21799 0.02 0.03 0.12
C 1.71567 3.18881 0.53515 -0.03 -0.04 -0.06
N 0.65144 2.66654 1.14232 0.16 0.24 -0.04
H -1.58279 1.36782 4.82897 0.00 -0.02 0.03
H -1.06828 3.06292 4.85064 0.02 -0.01 0.00
H 0.12580 1.77718 5.10590 0.00 -0.01 0.00
H -4.50473 -0.39170 3.28003 0.02 0.01 0.01
H -4.86085 -0.90383 1.67157 -0.02 0.01 0.04
H 1.45463 3.39087 4.31029 0.03 0.03 -0.01
H 3.38285 4.47442 3.16281 0.01 -0.03 0.02
H 3.56392 4.25216 0.67486 -0.02 0.01 -0.03
H 1.75842 3.07726 -0.53889 0.03 -0.02 0.06
O -0.87670 -1.70023 -1.60434 0.12 -0.08 0.19
C -1.37189 -2.94764 -1.27863 -0.24 -0.21 0.18
C -2.31256 -3.56803 -2.10478 -0.09 0.16 -0.06
C -2.73870 -4.85536 -1.85308 -0.03 0.04 -0.11
C -2.22982 -5.55463 -0.76920 0.02 -0.09 0.10
C -1.40940 -4.89000 0.11791 0.03 0.03 -0.04
C -1.00346 -3.56207 -0.07777 -0.12 0.00 -0.06
P -0.31487 -2.63622 1.35588 0.00 0.00 -0.07
C 1.25039 -3.53991 1.66509 0.01 0.11 -0.09
C 1.79228 -4.45234 0.76145 -0.01 -0.04 0.05
C 3.05532 -4.98995 0.96933 0.02 0.00 -0.02
C 3.79468 -4.62859 2.08394 0.04 0.00 0.02
C 3.27716 -3.70289 2.97959 0.00 0.01 0.01
C 2.02726 -3.14639 2.75739 0.05 0.00 -0.05
C -1.47254 -3.28154 2.64860 0.02 0.14 -0.02
C -2.84392 -3.21267 2.38430 0.05 -0.04 -0.01
C -3.77543 -3.55211 3.35153 0.05 0.02 0.02
C -3.35862 -3.93703 4.61927 -0.03 0.01 0.01
C -2.00348 -3.98265 4.90295 0.00 0.01 0.00
C -1.06943 -3.65602 3.92741 0.02 -0.09 -0.04
C -0.66228 -1.41663 -2.92688 0.09 0.40 -0.30
C -0.34780 -2.40313 -3.85955 0.14 -0.11 0.09
C -0.24120 -2.10223 -5.20407 0.00 -0.06 -0.02
C -0.44560 -0.80797 -5.65099 -0.01 0.10 -0.04
C -0.65478 0.18879 -4.71729 -0.02 -0.03 0.10
C -0.72310 -0.08022 -3.34816 0.25 -0.16 0.15
P -0.70015 1.39316 -2.25443 -0.46 0.11 -0.66
C -2.16237 2.24308 -3.01787 0.04 0.01 0.14
C -2.11402 3.43053 -3.74022 0.04 -0.03 0.01
C -3.27019 3.98170 -4.27828 0.01 -0.01 0.00
C -4.49054 3.35187 -4.10696 0.01 0.02 -0.03
C -4.54884 2.15618 -3.40428 -0.01 -0.01 0.01
C -3.39595 1.60909 -2.86890 0.05 0.01 0.04
C 0.68825 2.41910 -2.86722 0.01 0.05 0.15
C 1.74958 1.92329 -3.61920 -0.02 0.00 -0.03
C 2.83302 2.73494 -3.91850 0.00 0.00 -0.02
C 2.86484 4.05529 -3.48965 -0.02 0.00 0.00
C 1.79927 4.56781 -2.76527 0.02 0.03 0.00
C 0.72685 3.74804 -2.44229 -0.11 -0.01 -0.14
H -2.72024 -3.02348 -2.94634 0.10 -0.02 -0.04
H -3.46848 -5.31046 -2.51024 0.02 -0.01 -0.02
H -2.50792 -6.58530 -0.59421 -0.03 0.01 0.03
H -1.07608 -5.39657 1.01561 -0.05 0.01 0.04
H 1.22768 -4.73941 -0.11596 0.03 -0.02 0.01
H 3.46592 -5.69113 0.25365 -0.02 -0.01 0.00
H 4.77818 -5.05068 2.24589 0.00 0.00 0.01
H 3.86051 -3.40153 3.84020 0.00 0.04 0.01
H 1.66154 -2.36941 3.41887 -0.01 -0.01 0.06
H -3.18466 -2.89615 1.40469 0.03 -0.03 -0.03
H -4.83191 -3.51394 3.11601 -0.02 -0.01 0.00
H -4.08529 -4.19713 5.37807 0.00 -0.01 0.00
H -1.66689 -4.27307 5.89027 0.01 -0.02 -0.01
H -0.01777 -3.72025 4.16982 0.03 0.00 0.00
H -0.17168 -3.41888 -3.53427 -0.12 0.01 0.06
H -0.00642 -2.89348 -5.90448 0.00 0.00 0.00
H -0.41237 -0.56996 -6.70547 0.03 0.00 0.00
H -0.75719 1.21591 -5.04384 0.01 0.02 -0.04
H -1.17575 3.94033 -3.90097 0.00 0.01 -0.02
H -3.20731 4.91047 -4.83063 -0.01 0.00 -0.01
H -5.38934 3.78497 -4.52652 -0.01 0.00 0.02
H -5.49579 1.64874 -3.27120 0.01 -0.01 0.01
H -3.45692 0.67480 -2.32797 -0.04 -0.04 0.03
H 1.73863 0.89474 -3.95132 0.04 0.01 0.06
H 3.66318 2.32993 -4.48267 -0.01 0.00 -0.02
H 3.71837 4.68047 -3.71789 -0.01 0.01 -0.03
H 1.80406 5.60039 -2.43950 0.00 -0.01 0.02
H -0.09190 4.14823 -1.85303 -0.01 0.02 0.01
O -1.95269 2.94856 -0.04996 -1.00 1.33 0.29
N -2.37598 4.10799 -0.39751 0.12 0.05 -0.44
C -2.43070 5.03716 0.50693 -0.02 0.03 0.11
C -2.89399 6.32690 0.08756 0.01 0.04 0.00
N -3.23497 7.37971 -0.22014 -0.02 0.00 0.00
C -2.04294 4.85700 1.87648 0.01 -0.14 -0.01
N -1.72274 4.69354 2.96784 -0.02 0.11 -0.01
O 1.53778 0.05632 -1.58709 0.03 -0.07 0.18
C 1.60058 -0.00206 -0.35969 -0.17 -0.23 -0.09
O 0.63299 0.20122 0.45572 -0.22 0.20 0.02
C 2.93761 -0.28535 0.27968 0.04 0.16 0.01
C 4.01286 -0.66070 -0.52069 -0.09 -0.02 0.05
C 5.28286 -0.75043 0.01742 0.17 -0.02 0.04
C 5.46114 -0.43981 1.35633 -0.26 0.03 -0.12
C 4.40445 -0.08700 2.17551 0.06 0.01 0.11
C 3.13455 -0.02026 1.62856 0.01 -0.03 0.03
N 6.81971 -0.45494 1.91803 0.12 -0.08 0.08
O 7.72787 -0.80834 1.19302 -0.02 0.01 0.00
O 6.95721 -0.11049 3.07602 -0.02 -0.01 -0.03
H 3.83369 -0.85860 -1.56806 0.02 0.02 -0.02
H 6.13980 -1.03081 -0.57723 -0.03 0.00 -0.02
H 4.59104 0.14375 3.21420 -0.01 -0.01 0.00
H 2.28505 0.25534 2.23869 -0.03 0.03 0.00

=====

No. 2
106
Properties=species:S:1:pos:R:3:forces:R:3 method="wB97M-V/def2-TZVPD" lumo_energy_ev=-3.5 homo_energy_ev=-10.2300 de_lowest_kj_mol=0.00 total_energy_ev=-156349.2562 charge=+1 fmax_ha_per_bohr=0.036
Ga -0.51954 0.22672 0.08316 1.14 0.26 1.46
C -0.68451 6.93974 0.82514 -0.04 -0.05 0.09
C -0.91803 5.87810 1.68424 -0.03 0.13 0.02
C -0.52275 4.60210 1.32435 0.11 -0.11 -0.10
C 0.10178 4.39016 0.09702 0.01 -0.34 0.20
C 0.32755 5.45596 -0.77064 0.00 -0.05 0.09
C -0.05814 6.72920 -0.39499 0.04 0.07 -0.11
P 0.44489 2.66202 -0.34325 -0.11 0.45 -0.55
C -0.21213 2.54682 -2.05446 -0.03 -0.10 0.13
C 0.56103 2.77324 -3.18811 -0.04 0.02 0.09
C -0.00032 2.64005 -4.44630 0.00 -0.02 -0.12
C -1.32676 2.26489 -4.58660 -0.02 -0.04 0.02
C -2.09989 2.01726 -3.46229 -0.09 -0.06 0.00
C -1.54631 2.15938 -2.20066 0.08 0.14 0.14
C 2.22375 2.48228 -0.69797 -0.07 -0.04 0.30
C 3.12733 3.52086 -0.51584 -0.11 0.07 0.02
C 4.46356 3.35138 -0.83841 0.01 -0.12 -0.02
C 4.90652 2.13042 -1.31930 0.14 0.08 0.03
C 4.02362 1.07093 -1.43536 -0.01 -0.04 -0.05
C 2.67592 1.22691 -1.13564 -0.55 -0.31 -0.18
Si 1.52964 -0.28541 -1.08491 -0.21 -0.25 0.12
C 2.40839 -1.43565 0.16641 -0.56 0.31 -0.17
C 3.47549 -2.20783 -0.28305 -0.03 -0.03 -0.08
C 4.25597 -2.93900 0.59383 0.05 0.00 -0.04
C 3.95762 -2.94564 1.94615 -0.02 -0.01 0.03
C 2.87002 -2.22948 2.40933 0.02 0.11 0.03
C 2.10964 -1.45591 1.53645 -0.20 0.00 0.04
P 0.67229 -0.53456 2.18035 0.31 -0.23 -0.21
C -0.14389 -1.62426 3.37344 -0.15 0.25 -0.24
C 0.23332 -1.71229 4.71100 0.01 0.03 -0.15
C -0.47910 -2.53462 5.56489 0.05 -0.03 0.10
C -1.56515 -3.25665 5.09527 -0.08 -0.01 -0.08
C -1.94624 -3.16438 3.76479 -0.01 -0.10 0.10
C -1.23805 -2.34669 2.90603 0.05 0.06 -0.17
C 1.32524 0.86144 3.13028 -0.23 0.08 -0.21
C 0.41271 1.52101 3.95505 0.04 -0.11 -0.07
C 0.79229 2.66964 4.62104 -0.01 0.04 0.01
C 2.07691 3.16941 4.46251 -0.02 0.00 -0.02
C 2.97830 2.52516 3.63005 0.08 0.12 0.00
C 2.60644 1.37822 2.94871 -0.12 -0.26 0.00
C 1.02269 -1.27321 -2.61563 0.27 0.40 0.43
C 1.75994 -1.19402 -3.78856 0.07 0.04 -0.05
C 1.44300 -1.97298 -4.88749 0.02 -0.02 -0.06
C 0.39398 -2.87175 -4.80955 0.04 0.03 -0.03
C -0.34925 -2.96580 -3.64567 -0.01 -0.06 0.06
C -0.06899 -2.15182 -2.55278 0.09 -0.01 0.29
P -1.11827 -2.23816 -1.03980 -0.54 0.11 -0.73
C -1.42946 -4.02905 -0.89625 0.21 0.26 0.40
C -2.68317 -4.51493 -0.53873 0.06 0.15 -0.06
C -2.84751 -5.86571 -0.28792 -0.05 -0.11 0.03
C -1.76892 -6.73063 -0.37828 -0.04 0.01 0.01
C -0.51954 -6.24567 -0.73109 0.08 -0.08 -0.01
C -0.34374 -4.89824 -0.97992 -0.03 0.09 0.00
C -2.73365 -1.57793 -1.60128 0.22 0.06 0.34
C -3.32603 -1.86653 -2.82631 -0.11 0.03 0.04
C -4.57699 -1.35180 -3.11901 0.05 -0.01 -0.12
C -5.23741 -0.53670 -2.21122 0.01 0.03 0.20
C -4.65617 -0.24704 -0.98742 -0.15 0.08 -0.06
C -3.41162 -0.77257 -0.68237 0.24 -0.21 -0.01
H -1.00314 7.93369 1.10037 -0.01 0.09 0.02
H -1.42293 6.03673 2.62501 -0.03 0.03 0.09
H -0.71376 3.76554 1.98339 -0.03 -0.04 0.05
H 0.79353 5.28555 -1.73156 0.01 0.02 -0.08
H 0.11572 7.56116 -1.06101 0.01 0.06 -0.06
H 1.59924 3.06069 -3.09158 0.05 -0.01 -0.01
H 0.60346 2.82464 -5.32216 0.04 0.04 -0.09
H -1.75937 2.16856 -5.57138 -0.03 -0.03 -0.07
H -3.13217 1.71535 -3.56932 -0.07 0.00 0.02
H -2.16972 2.02807 -1.31543 -0.03 -0.04 -0.05
H 2.78410 4.46808 -0.12683 -0.03 0.10 0.01
H 5.15681 4.16772 -0.71065 0.07 0.10 0.00
H 5.94452 1.99809 -1.58289 0.11 -0.02 -0.02
H 4.39299 0.10896 -1.75868 0.10 -0.11 -0.05
H 3.69629 -2.23434 -1.33965 0.10 -0.05 -0.19
H 5.09715 -3.50301 0.22332 0.09 -0.10 -0.05
H 4.56538 -3.51247 2.63409 0.04 -0.08 0.07
H 2.61241 -2.26112 3.45782 0.01 -0.02 0.11
H 1.06719 -1.13158 5.08053 0.03 0.06 0.05
H -0.19407 -2.60396 6.60441 0.02 0.00 0.06
H -2.12841 -3.88074 5.77197 -0.04 -0.07 0.07
H -2.80240 -3.71308 3.40432 -0.08 -0.07 -0.03
H -1.53434 -2.25233 1.86261 -0.03 -0.04 0.19
H -0.59066 1.12967 4.06490 -0.05 0.07 0.04
H 0.08086 3.17947 5.25125 -0.07 0.06 0.10
H 2.37182 4.06655 4.98505 0.04 0.08 0.05
H 3.97542 2.92308 3.50879 0.07 0.01 -0.03
H 3.31069 0.87790 2.29566 0.03 -0.01 -0.03
H 2.59847 -0.51621 -3.83625 0.14 0.13 -0.09
H 2.02523 -1.89439 -5.79190 0.07 0.01 -0.12
H 0.15883 -3.50540 -5.65072 -0.03 -0.07 -0.07
H -1.13408 -3.70484 -3.58240 -0.06 -0.07 0.01
H -3.52621 -3.84088 -0.46672 -0.06 0.02 0.02
H -3.82016 -6.24441 -0.01525 -0.11 -0.04 0.02
H -1.89940 -7.78109 -0.16820 -0.03 -0.10 -0.01
H 0.32052 -6.91903 -0.80466 0.09 -0.07 -0.01
H 0.63146 -4.51459 -1.25041 0.08 -0.02 0.01
H -2.82721 -2.49836 -3.54466 -0.02 0.02 -0.04
H -5.04702 -1.59058 -4.06051 -0.02 -0.02 -0.12
H -6.21620 -0.14377 -2.44290 -0.06 0.03 -0.06
H -5.17527 0.36491 -0.26819 -0.02 0.11 0.12
H -2.99553 -0.61220 0.31339 -0.12 0.04 -0.06
F -2.63176 2.41779 3.12464 0.37 0.51 0.62
B -3.08667 1.65125 2.13639 0.28 -0.29 -0.44
F -1.65888 1.19974 1.34466 0.28 -0.54 -0.79
F -3.55008 0.44443 2.47892 -0.43 -0.82 0.32
F -3.73096 2.26436 1.14003 -0.51 0.46 -0.62